Entry 1:
Density functional theory data (ωB97M-V/def2-TZVPD) for C20H23NO5S in the gas phase.

```
! wB97M-V def2-TZVPD RIJCOSX def2/J DEFGRID3
* xyz 0 1
C 6.344 3.964 0.844
C 6.194 2.726 -0.031
H 6.695 2.861 -0.992
H 6.602 1.850 0.485
O 4.829 2.479 -0.357
C 4.100 1.817 0.556
O 4.556 1.413 1.603
C 2.713 1.625 0.139
C 1.767 0.928 0.901
N 0.609 0.935 0.234
C 0.747 1.607 -0.966
C 2.070 2.056 -1.045
C 2.670 2.835 -2.153
H 3.488 2.273 -2.602
H 1.921 3.052 -2.907
H 3.090 3.764 -1.771
C -0.326 1.809 -1.899
O -0.220 2.408 -2.953
C -1.712 1.237 -1.515
H -2.452 1.721 -2.159
H -1.949 1.421 -0.463
O -1.804 -0.157 -1.803
C -1.791 -1.032 -0.813
O -1.606 -0.749 0.349
C -2.026 -2.442 -1.310
C -3.300 -2.520 -2.142
H -3.214 -1.913 -3.041
H -3.529 -3.547 -2.423
S -4.727 -1.795 -1.254
C -4.759 -2.726 0.259
C -5.098 -2.046 1.422
C -5.160 -2.726 2.623
C -4.877 -4.082 2.672
C -4.546 -4.757 1.510
C -4.494 -4.087 0.300
H -4.256 -4.630 -0.602
H -4.332 -5.816 1.539
H -4.916 -4.611 3.612
H -5.423 -2.194 3.525
H -5.310 -0.989 1.372
H -1.172 -2.741 -1.924
H -2.087 -3.097 -0.439
H -0.228 0.445 0.542
C 1.910 0.276 2.221
H 1.928 1.029 3.008
H 2.856 -0.257 2.272
H 1.082 -0.407 2.401
H 5.847 3.803 1.798
H 7.397 4.159 1.023
H 5.899 4.827 0.354
*
```

## Properties
SMILES = CCOC(=O)c1c(C)[nH]c(C(=O)COC(=O)CCSc2ccccc2)c1C
Relative energy (zero: lowest compared OMol25 entry of this formula, charge and spin) = 0.0 kJ/mol
M = 389.5 g mol⁻¹
Highest occupied orbital energy = -8.43 eV
E = -1605.11276 a.u.

Here are the Mulliken charges for atoms 1 to 4, given in e: C -1.10; C -0.28; H 0.33; H 0.30

***

Entry 2:
Density functional theory data (ωB97M-V/def2-TZVPD) for C20H23NO6 in the gas phase.

```
! wB97M-V def2-TZVPD RIJCOSX def2/J DEFGRID3
* xyz 0 1
C 3.912 1.755 1.716
O 3.153 1.083 2.523
C 1.922 0.796 1.951
C 1.917 -0.510 0.971
N 1.991 -0.258 -0.558
C 2.767 -1.046 -1.138
H 3.718 -1.100 -0.551
C 2.335 -2.393 -1.463
O 2.538 -3.086 -0.235
C 2.257 -4.508 -0.214
H 2.389 -4.695 0.785
H 2.673 -4.896 -1.087
H 1.167 -4.751 -0.521
H 1.308 -2.365 -1.564
H 2.909 -2.900 -2.291
H 2.854 -0.559 -2.064
C 0.692 -0.019 -0.966
C 0.073 1.470 -0.666
C -1.117 1.841 -0.510
C -1.793 3.062 -0.157
C -1.003 4.132 -0.504
C 0.260 4.049 -0.547
C 0.909 2.784 -0.806
O 2.167 2.606 -0.944
H 2.475 1.786 -1.219
H 1.131 4.815 -0.821
H -1.365 4.937 -0.290
C -3.143 3.000 -0.005
O -4.128 3.621 0.360
C -3.312 1.322 0.076
C -4.490 0.818 0.188
C -4.720 -0.731 0.103
C -3.789 -1.714 0.020
C -4.601 -3.059 0.106
C -5.882 -2.595 0.429
O -5.884 -0.994 0.525
H -6.722 -3.076 0.435
H -4.237 -3.920 0.283
H -2.797 -1.624 -0.214
H -5.481 1.445 0.549
O -2.072 0.671 -0.126
H -0.228 -0.518 -0.441
H 0.665 -0.009 -2.075
H 2.697 -1.197 1.293
H 0.885 -1.067 1.074
H 1.426 1.499 1.489
H 1.250 0.291 2.884
H 4.856 1.919 2.255
H 4.221 1.187 0.719
H 3.249 2.703 1.245
*
```

## Properties
SMILES = COCCN(CCOC)Cc1c(O)ccc2c1O/C(=C\c1ccco1)C2=O
Relative energy (zero: lowest compared OMol25 entry of this formula, charge and spin) = 1665.4 kJ/mol
M = 373.4 g mol⁻¹
Highest occupied orbital energy = -7.91 eV
E = -1281.56424 a.u.

Here are the Mulliken charges for atoms 1 to 4, given in e: C -0.29; O -0.40; C -0.73; C -0.77

***

Entry 3:
Density functional theory data (ωB97M-V/def2-TZVPD) for a molecular structure, C20H24As2N2PtSe2.

```
! wB97M-V def2-TZVPD RIJCOSX def2/J DEFGRID3
* xyz 2 3
Pt -0.302 0.414 0.373
Se -0.674 3.194 -0.638
Se -1.559 1.735 -2.252
C -2.849 0.803 -1.160
C -4.169 0.768 -1.578
C -5.080 0.035 -0.830
C -4.649 -0.613 0.317
C -3.318 -0.517 0.673
N -2.431 0.167 -0.060
C 1.191 2.700 -0.701
C 2.132 3.580 -1.198
C 3.469 3.199 -1.161
C 3.805 1.959 -0.647
C 2.797 1.134 -0.176
N 1.515 1.505 -0.192
H -4.473 1.309 -2.462
H -6.117 -0.015 -1.135
H -5.331 -1.183 0.932
H -2.932 -1.004 1.562
H 1.827 4.532 -1.608
H 4.233 3.864 -1.540
H 4.832 1.625 -0.610
H 3.009 0.153 0.227
C 1.173 1.633 3.575
As -0.350 0.733 2.804
C -1.880 1.618 3.579
C -0.329 -1.046 3.557
C -0.544 -1.224 4.921
C -0.514 -2.497 5.471
C -0.263 -3.597 4.664
C -0.042 -3.425 3.305
C -0.077 -2.151 2.744
As 0.270 -1.930 0.851
C 2.077 -2.586 0.637
C -0.800 -3.277 -0.026
H 1.115 1.583 4.662
H 1.173 2.674 3.257
H 2.087 1.148 3.238
H -1.805 1.614 4.666
H -2.791 1.108 3.273
H -1.902 2.646 3.223
H -0.736 -0.374 5.564
H -0.685 -2.629 6.531
H -0.238 -4.590 5.091
H 0.158 -4.293 2.688
H 2.749 -2.017 1.276
H 2.380 -2.492 -0.405
H 2.112 -3.634 0.930
H -0.591 -4.257 0.399
H -0.548 -3.283 -1.086
H -1.857 -3.045 0.091
*
```

## Properties
⟨S²⟩ = 2.006
Relative energy (zero: lowest compared OMol25 entry of this formula, charge and spin) = 0.0 kJ/mol
M = 795.3 g mol⁻¹
Highest occupied orbital energy (spin up / spin down) = -13.26 / -14.57 eV
E = -10279.22836 a.u.

Here are the Mulliken charges for atoms 1 to 4, given in e: Pt 1.42; Se -0.09; Se 0.04; C 0.35

***

Entry 4:
Density functional theory data (ωB97M-V/def2-TZVPD) for a molecular structure, C20H24BBr3Cl36O5P.

```
! wB97M-V def2-TZVPD RIJCOSX def2/J DEFGRID3
* xyz -1 1
C -5.205 3.164 -0.513
C -5.000 1.958 -1.029
C -4.390 0.858 -2.075
O -5.509 -0.113 -2.097
B -5.274 -0.991 -0.912
Br -5.907 -2.791 -1.692
C -6.275 -0.851 0.385
P -5.469 -0.222 1.972
O -5.512 1.333 2.093
O -3.888 -0.806 2.266
O -6.446 -0.798 3.307
O -3.838 -1.223 -0.722
C -3.243 -0.154 -1.547
C -1.779 0.393 -1.150
Br -1.557 2.370 -1.276
C -0.659 -0.290 -2.182
C 0.829 -0.168 -1.530
Br -0.598 0.945 -3.801
H -5.465 4.214 -0.098
H -4.229 1.277 -3.150
H -7.185 -0.170 0.151
H -6.715 -1.905 0.616
H -3.802 -1.760 2.023
H -5.791 -0.787 4.063
H -3.010 -0.758 -2.514
H -1.532 -0.049 -0.101
H -0.939 -1.368 -2.473
H 0.935 -1.033 -0.778
H 1.038 0.858 -1.076
H 1.613 -0.325 -2.379
C -7.579 1.397 6.185
Cl -8.915 2.554 6.289
Cl -6.025 2.242 6.178
Cl -7.652 0.241 7.525
H -7.674 0.845 5.249
C 1.997 -3.304 -3.621
Cl 3.603 -2.558 -3.607
Cl 1.515 -3.775 -1.983
Cl 0.808 -2.198 -4.323
H 2.040 -4.201 -4.238
C 0.548 1.546 2.345
Cl -1.210 1.663 2.166
Cl 1.025 -0.121 2.710
Cl 1.371 2.125 0.893
H 0.848 2.178 3.177
C -3.376 -2.902 -5.283
Cl -2.515 -1.527 -4.573
Cl -5.117 -2.600 -5.307
Cl -2.778 -3.232 -6.918
H -3.188 -3.780 -4.666
C 6.444 -4.009 -1.120
Cl 7.295 -2.618 -0.431
Cl 4.699 -3.725 -1.133
Cl 7.032 -4.350 -2.755
H 6.646 -4.879 -0.495
C 6.709 0.112 -4.948
Cl 5.830 1.335 -4.020
Cl 8.338 0.684 -5.346
Cl 6.787 -1.412 -4.051
H 6.171 -0.065 -5.879
C -5.116 1.490 10.432
Cl -5.980 2.703 11.388
Cl -3.500 2.071 10.003
Cl -5.011 -0.040 11.317
H -5.675 1.317 9.511
C 6.117 -1.145 3.549
Cl 4.362 -0.965 3.407
Cl 6.543 -2.825 3.910
Cl 6.918 -0.605 2.067
H 6.460 -0.520 4.372
C 3.017 4.875 3.958
Cl 4.689 5.414 4.177
Cl 2.279 5.685 2.569
Cl 2.951 3.117 3.761
H 2.451 5.142 4.851
C 11.704 -0.744 -6.711
Cl 12.091 -2.430 -6.337
Cl 12.797 0.351 -5.852
Cl 11.784 -0.459 -8.457
H 10.686 -0.544 -6.377
C -8.808 6.937 6.563
Cl -10.237 5.937 6.872
Cl -7.439 5.930 6.071
Cl -9.159 8.158 5.330
H -8.543 7.449 7.487
C 9.220 -4.592 -7.849
Cl 10.127 -3.506 -8.911
Cl 8.277 -3.664 -6.673
Cl 8.165 -5.652 -8.796
H 9.931 -5.213 -7.305
*
```

## Properties
M = 1902.2 g mol⁻¹
Highest occupied orbital energy = -5.76 eV
E = -25807.84411 a.u.

Here are the Mulliken charges for atoms 1 to 4, given in e: C -0.88; C -0.17; C 0.55; O -0.62